Below is 2 unconnected molecules or ions with the total composition C4H13NOS, with properties calculated with ωB97M-V/def2-TZVPD.

Atoms and positions in Å:
H: 0.32054 -2.62997 -0.30086
C: 0.89728 0.40159 -1.41953
H: 1.70255 0.29658 3.52263
H: 1.00921 0.95774 2.34068
H: -1.21007 3.06588 0.10217
O: 0.85826 0.30848 3.05949
C: -1.21931 -1.37828 0.47394
C: -0.30369 1.33794 -1.23360
H: -1.22661 0.76639 -1.36140
H: -1.95066 -2.19322 0.42627
H: -0.24782 2.13392 -1.97762
N: 1.03287 -0.72257 -0.49996
S: -0.26868 2.13989 0.40641
H: -1.73254 -0.42281 0.35715
H: -0.49881 -1.66148 -1.54986
H: -0.83976 -1.40777 1.49779
H: 1.78733 1.02559 -1.32037
H: 1.11913 -0.36613 0.44233
H: 0.88381 0.00474 -2.43849
C: -0.11305 -1.65652 -0.52718

Calculated values
LUMO level (alpha / beta) = 0.122 / 0.122 Ha
<S²> = 0.751
Gap between HOMO and LUMO (alpha / beta) = 2.478 / 8.588 eV
Total charge = -1
HOMO energy (alpha / beta) = 0.8 / -5.3 eV
Spin multiplicity = 2

---

Below is 3 unconnected molecules or ions with the total composition C3H12O3 in a non-equilibrium geometry, with properties calculated with ωB97M-V/def2-TZVPD.

Atoms and positions in Å:
H: -1.65947 -0.83888 -1.29649
O: 3.27844 -0.40390 0.02684
O: -1.36946 7.03925 0.21239
H: -0.11364 -1.47147 -1.55530
C: -0.83838 -1.32403 -0.75694
C: -0.31610 -0.62102 0.46801
H: -0.99644 -0.59796 1.31308
H: 3.98073 0.10533 -0.38426
H: -1.06037 6.79763 1.09041
H: -0.15233 0.42658 0.20771
H: -0.64429 -3.24329 0.19982
H: -1.61768 -3.41305 -1.20334
H: -1.17423 6.25887 -0.31462
H: 1.78275 -1.00383 0.77014
H: 3.70968 -1.13388 0.48663
O: 0.85630 -1.22410 0.90141
C: -1.38922 -2.71123 -0.40011
H: -2.27628 -2.64103 0.23462

Calculated values
LUMO level = 0.015 Ha
Gap between HOMO and LUMO = 10.216 eV
Total charge = 0
HOMO energy = -9.8 eV

---

Below is a gas-phase ion, C4H6N2O (charge +2) in a non-equilibrium geometry, with properties calculated with ωB97M-V/def2-TZVPD.

Atoms and positions in Å:
N: -0.35292 0.49780 -0.92901
H: -1.53149 -0.13946 1.44254
H: -2.49596 -1.32638 0.44570
N: -2.59094 0.93270 -1.43497
C: -2.32735 -0.28691 0.71744
C: 2.17806 0.36051 -0.91982
H: 2.59004 1.05150 -1.67479
C: -1.66509 0.46682 -0.78202
C: 0.81312 0.39898 -0.90291
O: -3.57185 1.26816 -1.88049
H: 2.54737 -0.65095 -1.16004
H: -3.24199 0.23527 0.98686
H: 2.60691 0.64721 0.05632

Calculated values
LUMO level = -0.446 Ha
Gap between HOMO and LUMO = 9.026 eV
Total charge = +2
HOMO energy = -21.2 eV

---

Below is C2H2Br2S2 in the gas phase in a non-equilibrium geometry, with properties calculated with ωB97M-V/def2-TZVPD.

Atoms and positions in Å:
H: -0.53382 1.30695 0.29657
S: 2.04390 0.82528 0.07274
S: 1.20331 -0.21469 -1.51983
H: -0.24395 -1.62929 -0.08548
Br: -1.99628 -0.12943 -1.32478
Br: -0.26800 -0.12525 2.35289
C: -0.24405 -0.52162 -0.44928
C: 0.03889 0.48805 0.65717

Calculated values
LUMO level (alpha / beta) = -0.008 / -0.095 Ha
<S²> = 2.011
Gap between HOMO and LUMO (alpha / beta) = 6.259 / 7.372 eV
Total charge = 0
HOMO energy (alpha / beta) = -6.5 / -10.0 eV
Spin multiplicity = 3

---

Below is a molecular structure, C11H42F6MnN19O16S2 in a non-equilibrium geometry, with properties calculated with ωB97M-V/def2-TZVPD.

Atoms and positions in Å:
H: -0.65480 4.25457 -3.66133
O: -2.17906 6.30668 0.43358
C: -5.15296 -1.78086 0.61161
C: 3.35568 -0.89982 -2.54198
H: -4.66978 -0.15328 -4.29322
N: 1.02805 0.86600 0.95101
H: -0.74238 3.05365 -6.87961
H: -7.26812 1.49160 0.51340
H: -3.16204 -0.09955 -5.12950
H: 1.29442 -0.27890 4.34502
O: 4.19231 1.17105 0.58460
C: 3.45661 -2.28400 1.71906
H: -3.27363 -1.58205 1.41493
C: -0.74353 3.02717 0.37895
C: -3.19233 0.42570 -3.15841
O: -5.66257 -2.48361 1.45846
N: -1.95112 0.96291 -3.14990
O: -6.05528 3.67091 0.77296
H: -3.89298 3.39638 -0.48702
O: 0.98635 -1.38062 -0.18998
C: 1.25698 -5.15050 4.07333
H: 1.79319 0.27943 -3.22650
C: -0.62129 -1.09346 1.88285
N: 1.90891 -4.91627 -1.75137
H: -4.38324 1.97149 -1.27367
N: -6.37871 1.51359 0.05065
H: -2.11181 7.22547 0.71047
H: 4.03715 -4.04345 2.49410
H: -2.19873 5.80693 1.25453
H: -5.93050 0.75989 -0.43423
O: -0.19549 -5.71172 -1.59039
N: 0.64742 -4.36571 0.06126
H: 2.62381 -4.31705 -1.37834
F: -0.49933 4.09811 1.14100
H: -1.51698 1.30065 -2.31057
H: 3.95511 -2.09728 -0.24793
C: 0.16075 2.88462 -4.98686
H: 1.52639 1.17599 4.77766
O: 2.97901 2.88053 2.83065
H: -3.40254 -0.96039 -0.18340
H: 0.57900 -3.37765 3.62605
H: 2.93768 -3.14747 3.49874
N: 2.20996 -0.63649 -3.21813
O: 0.95653 1.99742 -5.22893
H: -1.33987 0.80257 -3.93240
H: 4.40325 -3.61281 0.55109
N: -3.84946 -1.35244 0.62891
C: 3.30623 4.04444 3.12314
H: -5.26385 -0.78678 -1.14738
H: -0.62873 -4.68118 3.35479
H: 0.44886 3.08883 -2.98139
O: 3.81667 -0.18383 -1.65864
H: 0.20014 -6.81363 3.52704
C: -5.70742 2.69574 0.13513
H: -6.78369 -1.53753 -0.63924
F: 0.34668 -1.49438 2.70626
H: 4.58050 5.24594 4.14652
C: 0.70462 -5.04369 -1.11848
O: 0.76132 1.76906 -1.46346
H: -1.42466 3.98823 -5.59465
F: -1.51144 2.20852 1.06621
H: 1.09356 -3.46165 0.04813
N: -0.70701 3.37109 -5.93193
O: -1.01968 0.01641 -0.42468
S: 0.89477 2.16944 -0.09516
H: 3.87631 -2.38712 -3.90338
H: 2.03819 -5.27036 -2.67947
O: 1.63908 0.56710 4.03829
N: 0.27846 -4.32959 3.58979
H: 4.93579 -2.08604 -2.60753
H: 1.97998 4.85295 1.87602
N: 4.24523 4.30574 4.05652
H: 4.03934 0.73257 -0.28239
H: 2.89138 6.04115 2.80388
H: -0.22328 -4.46200 0.55156
N: 2.67823 5.09159 2.56361
H: 4.91405 1.78622 0.42371
F: -1.41285 -2.08234 1.52686
H: 1.66324 -1.35493 -3.65813
S: 0.12950 -0.35811 0.34201
O: 2.33405 -4.73659 4.48061
O: 3.10092 -1.10637 1.80322
N: 4.00727 -1.99655 -2.98805
N: -3.75978 0.26838 -4.40654
H: 1.56809 -7.10066 4.55813
N: 0.90144 -6.46722 4.15711
N: -0.01698 3.48966 -3.77499
N: -4.47022 2.57302 -0.46219
N: -5.81484 -1.32809 -0.50012
O: -3.84768 0.26448 -2.13256
O: 1.89819 3.13654 0.22931
H: 4.51167 3.51198 4.60842
F: -1.34574 -0.17148 2.50500
F: -1.30998 3.44018 -0.74237
N: 3.85775 -2.77071 0.49733
N: 3.61889 -3.16824 2.75281
Mn: 2.72735 0.92192 2.21007

Calculated values
LUMO level (alpha / beta) = -0.102 / -0.105 Ha
<S²> = 8.752
Gap between HOMO and LUMO (alpha / beta) = 7.792 / 7.714 eV
Total charge = +1
HOMO energy (alpha / beta) = -10.6 / -10.6 eV
Spin multiplicity = 6

---

Below is a molecular structure, C35H31CdN12O5S3 in a non-equilibrium geometry, with properties calculated with ωB97M-V/def2-TZVPD.

Atoms and positions in Å:
C: 0.85987 -1.74222 4.82458
C: 6.49018 3.75060 -0.84769
C: -2.51621 -4.24846 1.93158
C: 0.88776 -1.91042 3.45716
C: -0.13258 -4.11199 -1.41741
H: 7.58361 5.06556 0.43973
N: -1.37171 -4.43398 -1.49428
N: 0.84902 -4.58785 -2.27722
C: -2.62574 -1.18879 -2.04995
O: -3.54546 4.82113 -5.08470
N: -1.76795 -0.20455 -1.82914
C: 1.56206 1.64572 2.31097
H: -4.42113 -1.87621 -3.01548
N: 0.01454 1.76665 -1.38310
H: -3.28623 -3.84252 1.27626
N: -2.42671 4.64474 -4.52228
H: -1.67308 3.35288 0.25717
S: 3.49989 3.05666 -2.43178
N: -2.19294 2.10636 4.42000
H: 0.77623 -2.89787 3.02331
H: 6.65127 4.36177 -1.72832
C: -1.80658 2.73322 1.12773
H: 3.24038 2.98184 2.17821
C: -3.75061 -1.03813 -2.87378
H: 0.71016 -2.59775 5.47354
S: 2.65620 0.34851 -1.44558
H: 1.69778 -4.04716 -2.32947
C: 5.53048 1.81091 0.18650
H: -2.82751 -5.51990 -2.53035
H: -2.44129 1.17283 4.71847
C: 1.04306 -0.82151 2.56889
C: 5.74558 2.57797 -0.95734
C: -1.77690 -5.27291 -2.50904
O: 1.03796 -1.02424 1.28131
H: 2.85139 2.49427 3.82232
H: 5.69737 2.54662 -3.11643
C: 5.11821 2.19762 -2.26312
H: -0.18964 5.22639 -3.03966
N: -1.82202 1.39312 1.11759
H: -1.22088 -6.26219 -4.34343
C: 6.05412 2.20979 1.40771
Cd: -0.13572 0.10564 -0.12560
C: -1.95182 0.98390 -2.44400
H: 2.13336 3.34537 0.55457
H: 4.91266 1.13227 -2.34202
H: 7.18815 3.69569 2.46435
H: 1.33302 1.58452 4.97677
H: 5.87866 1.60401 2.28831
H: -2.86175 2.80554 4.70919
C: -0.97598 2.04110 -2.23837
H: -2.42532 -2.13578 -1.56912
H: -2.54183 -3.72018 2.88478
N: -1.97376 3.21360 2.35135
C: 1.22170 0.60153 4.53509
O: -1.23353 -4.10183 1.31662
C: 6.79169 3.38048 1.50755
H: -4.84719 0.32400 -4.11327
O: -1.66080 -1.93232 0.95719
C: 1.26302 0.46952 3.14530
O: -1.49787 5.50002 -4.61671
H: 1.18082 -5.50720 -4.15699
C: -3.97811 0.16327 -3.48660
C: -3.18410 2.45716 -3.95712
N: -2.07382 2.10549 3.05117
C: -0.99324 -2.91230 0.78727
C: -0.87924 -5.66839 -3.50754
H: 1.82137 3.67058 2.98329
C: -0.11082 4.25014 -2.58892
H: 1.59645 4.77347 -1.44679
C: 2.41723 2.76092 2.86443
C: 2.39969 1.96388 -1.62531
C: 1.10057 2.64332 -1.13430
C: 0.89871 3.99668 -1.73521
N: -1.99735 1.00547 2.35638
H: 4.94364 0.90387 0.11708
N: 1.28368 2.81996 0.35589
C: -2.22618 3.46228 -3.79723
H: -2.65910 -5.31537 2.07208
N: 1.09059 1.71623 1.12235
C: 0.42278 -5.28887 -3.42238
C: -1.10428 3.26324 -2.92383
C: 7.01193 4.14838 0.37264
H: 0.97731 -0.33074 6.44969
H: -4.01769 2.63725 -4.61740
C: -3.05477 1.22915 -3.31271
S: 0.50325 -2.95702 -0.21630
C: 1.00913 -0.47432 5.37712

Calculated values
LUMO level (alpha / beta) = 0.072 / 0.072 Ha
Gap between HOMO and LUMO (alpha / beta) = 3.947 / 5.818 eV
Total charge = -1
HOMO energy (alpha / beta) = -2.0 / -3.9 eV

---

Below is C7H10N2O3 in the gas phase in a non-equilibrium geometry, with properties calculated with ωB97M-V/def2-TZVPD.

Atoms and positions in Å:
O: -1.24708 2.96462 -0.56824
H: 1.26262 2.85555 -0.79600
C: 1.55516 0.82234 -0.07865
C: 0.88980 1.92686 -0.31847
H: -0.57465 0.61508 1.61767
H: -2.05318 0.25930 -1.25547
H: -2.11761 1.39527 1.30936
C: -0.31867 -1.95265 0.61990
C: -0.59023 2.11049 -0.01345
H: 1.92720 -1.38044 -1.07245
H: -1.22919 -2.00806 1.31013
O: 3.00491 0.00724 1.40093
C: -1.73445 -0.13246 -0.23921
N: 0.10357 -0.99092 -1.54700
H: 0.23285 -2.81135 0.36297
C: -1.25033 1.07239 0.75972
H: -0.14290 -0.41045 -2.33502
H: -2.54888 -0.57323 0.23479
H: 0.44484 -1.50600 1.26448
N: 2.43166 -0.04357 0.35152
C: -0.67896 -1.05410 -0.50731
O: 2.63351 -1.16592 -0.50020

Calculated values
LUMO level = -0.005 Ha
Gap between HOMO and LUMO = 8.862 eV
Total charge = 0
HOMO energy = -9.0 eV

---

Below is a molecular structure, C41H41Cl2MoN5OP2, with properties calculated with ωB97M-V/def2-TZVPD.

Atoms and positions in Å:
C: -2.88063 1.94788 0.21678
C: 2.74884 -1.77936 1.61580
H: -1.82411 -5.41806 -2.92742
C: 2.77176 1.13350 -5.12769
H: -2.68047 -1.40277 -1.74704
Cl: -2.07171 0.23120 0.25155
H: 0.16749 0.34575 -7.14151
C: -3.36766 2.18706 -3.36131
C: 0.20675 0.09750 -5.02059
C: 0.17649 -2.68735 -3.07319
H: 6.31213 -2.22494 -3.72623
N: -1.03375 -3.98811 1.15784
C: -0.63876 -2.74532 1.39638
N: -0.92695 -0.85862 4.47046
H: -1.51770 -4.55141 1.84102
H: -0.07074 -2.48175 -0.44960
H: 3.76622 1.56271 -5.14034
N: -0.85318 -2.27584 2.66364
C: -1.26781 1.26965 -2.62576
C: 2.71214 -0.37149 1.44135
H: 2.51151 5.83300 0.70909
H: -1.93606 -1.48106 6.19082
C: -2.86158 3.47374 -3.22451
H: -1.34504 1.19792 4.80169
C: 2.79341 2.06683 -0.04304
H: -0.80941 -0.27921 -4.99102
H: -0.96050 -4.37606 0.22674
H: 3.32337 0.56262 4.65787
H: 5.05786 -1.68264 0.32527
C: 2.91250 0.46959 2.56312
C: 0.94062 0.22357 -3.83386
Mo: 0.46897 -0.05265 0.40966
C: -2.37924 -3.44473 -2.28580
P: 2.79037 0.29562 -0.22574
C: 3.13015 -1.46627 3.96256
C: -0.70108 -1.72619 -2.55958
H: -0.75919 0.29840 6.20197
N: -0.05896 -2.01808 0.45949
H: 2.44465 1.33501 -7.23340
C: 3.12442 -0.07720 3.80759
C: 3.91219 -0.20427 -2.53470
C: 5.65606 -1.74700 -3.01000
N: -0.05473 -0.07525 2.45053
H: 4.66088 -0.57760 -4.51634
C: 3.99394 -0.55228 -1.18732
C: 4.72533 -0.81965 -3.46510
H: -3.47898 4.32858 -3.46859
C: 1.44746 3.97984 0.54881
H: -1.01219 -2.76203 5.43487
C: -0.64946 0.42251 5.12972
H: 2.66438 -2.42886 0.75372
H: -1.14367 4.66433 -2.72562
H: -2.98050 0.09291 -3.21943
H: 1.16398 -2.39578 -3.41109
H: 4.70453 4.84521 0.14521
H: 2.99389 -3.38861 3.00371
C: -0.75543 2.56622 -2.50453
H: 2.93765 1.54470 2.43179
C: 3.93106 2.85837 -0.08348
C: 5.78764 -2.05523 -1.65407
H: -2.42515 2.47365 1.04728
H: 4.89323 2.42345 -0.32814
C: -1.64508 -1.89495 5.23159
C: 2.02929 1.00834 -6.28945
C: 3.82316 4.21898 0.18601
H: -2.56481 -2.19408 4.72598
H: -2.63326 2.32393 -0.76906
H: 0.45757 -4.74284 -3.60932
H: -1.25698 -2.93748 3.30943
H: -3.38849 -3.73149 -2.01592
H: 0.28016 2.71673 -2.21276
C: -1.50131 -4.39208 -2.80163
H: -4.37991 2.03971 -3.71487
H: 6.54689 -2.75286 -1.32903
O: 2.99901 0.79880 -2.76196
C: -2.57625 1.08290 -3.06856
H: 3.32044 -1.89289 4.94050
C: 0.74956 0.46261 -6.23755
C: -1.98206 -2.11978 -2.14913
C: -0.59428 -1.01964 3.19717
Cl: -4.56331 1.73647 0.44125
H: 0.07458 0.78542 2.96722
H: 0.37928 0.73851 4.95054
C: 4.95413 -1.46183 -0.72949
C: -0.22153 -4.01284 -3.18863
H: 0.48713 4.42584 0.77498
H: 0.58333 2.09659 0.20534
C: 2.23482 0.71028 -3.92520
C: 2.58911 4.77324 0.50435
C: 1.55037 2.62523 0.27780
C: 2.93962 -2.31563 2.87168
P: -0.04706 -0.04291 -2.31585
C: -1.55056 3.66455 -2.80250

Calculated values
LUMO level (alpha / beta) = -0.458 / -0.457 Ha
<S²> = 2.057
Gap between HOMO and LUMO (alpha / beta) = 6.017 / 6.026 eV
Total charge = +4
HOMO energy (alpha / beta) = -18.5 / -18.5 eV
Spin multiplicity = 3